(1)
Below is 6 unconnected molecules or ions with the total composition C40H94BN5, with properties calculated with ωB97M-V/def2-TZVPD.

Geometry as XYZ:
```
140
C40H94BN5 | OMol25 | ωB97M-V/def2-TZVPD
B 0.301 -0.434 -0.971
H 1.300 0.044 -1.338
H -0.579 0.240 -1.330
H 0.174 -1.532 -1.342
H 0.415 -0.453 0.187
C -3.600 0.658 -8.014
C -2.817 0.938 -6.735
C -2.509 -0.350 -6.002
N -2.004 -0.206 -4.559
C -1.492 1.170 -4.240
C -0.891 -1.196 -4.211
C -1.664 -2.496 -3.945
C -2.950 -2.042 -3.262
C -3.096 -0.564 -3.559
H -4.567 0.181 -7.820
H -3.095 0.006 -8.726
H -3.889 1.575 -8.525
H -3.312 1.688 -6.118
H -1.901 1.443 -7.061
H -1.745 -0.943 -6.501
H -3.420 -0.944 -5.928
H -0.678 1.331 -4.947
H -1.143 1.172 -3.212
H -2.225 1.955 -4.404
H -0.412 -1.005 -3.251
H -0.268 -1.163 -5.101
H -1.117 -3.025 -3.163
H -1.700 -3.111 -4.840
H -3.000 -2.142 -2.178
H -3.781 -2.668 -3.596
H -2.792 -0.020 -2.664
H -4.053 -0.163 -3.886
C -1.951 2.206 1.910
C -1.702 2.057 3.427
C -1.930 3.368 4.185
N -1.700 3.265 5.670
C -0.270 2.927 6.003
C -1.990 4.661 6.298
C -2.520 4.356 7.684
C -2.796 2.860 7.796
C -2.643 2.312 6.384
H -3.031 2.367 1.825
H -1.614 1.350 1.330
H -1.570 3.136 1.482
H -0.636 1.827 3.533
H -2.298 1.233 3.816
H -2.956 3.703 4.022
H -1.274 4.180 3.871
H -0.100 1.887 5.744
H -0.164 3.076 7.075
H 0.395 3.607 5.477
H -1.068 5.238 6.291
H -2.666 5.124 5.584
H -1.864 4.656 8.502
H -3.405 4.961 7.889
H -1.973 2.372 8.324
H -3.715 2.568 8.293
H -2.226 1.306 6.364
H -3.541 2.278 5.763
C 0.946 -5.178 -2.923
C 1.658 -3.818 -2.897
C 3.170 -3.979 -2.621
N 3.821 -2.824 -1.872
C 3.697 -1.529 -2.645
C 5.297 -3.087 -1.729
C 5.829 -2.201 -0.608
C 4.613 -2.040 0.321
C 3.390 -2.583 -0.404
H 1.169 -5.809 -2.061
H 1.273 -5.765 -3.784
H -0.130 -5.048 -3.015
H 1.244 -3.296 -2.030
H 1.553 -3.287 -3.839
H 3.701 -3.988 -3.569
H 3.334 -4.816 -1.946
H 3.838 -0.689 -1.970
H 2.693 -1.417 -3.049
H 4.418 -1.509 -3.458
H 5.862 -2.969 -2.650
H 5.354 -4.140 -1.444
H 6.146 -1.238 -1.006
H 6.655 -2.662 -0.077
H 4.485 -1.052 0.759
H 4.847 -2.677 1.177
H 2.581 -1.854 -0.473
H 3.029 -3.539 -0.028
C 2.324 2.697 2.567
C 1.822 3.553 1.410
C 2.038 2.849 0.043
N 1.616 3.613 -1.186
C 2.157 2.895 -2.410
C 2.113 5.074 -1.154
C 0.903 5.859 -0.764
C -0.226 5.174 -1.539
C 0.088 3.717 -1.295
H 1.748 1.772 2.657
H 2.209 3.272 3.484
H 3.359 2.390 2.422
H 2.448 4.443 1.310
H 0.811 3.921 1.590
H 1.497 1.901 -0.033
H 3.111 2.662 0.002
H 1.845 1.857 -2.286
H 3.242 2.945 -2.386
H 1.652 3.387 -3.234
H 2.274 5.402 -2.184
H 3.027 5.143 -0.576
H 0.989 6.888 -1.123
H 0.783 5.961 0.316
H -0.257 5.392 -2.604
H -1.172 5.411 -1.054
H -0.245 3.139 -2.153
H -0.334 3.362 -0.360
C 1.927 -1.575 2.923
C 0.419 -1.774 2.691
C 0.170 -2.888 1.688
N -1.247 -3.413 1.630
C -2.174 -2.272 1.281
C -1.302 -4.642 0.638
C -1.607 -5.821 1.515
C -2.418 -5.267 2.656
C -1.608 -4.052 2.977
H 2.410 -1.448 1.951
H 2.328 -2.506 3.326
H 2.067 -0.694 3.539
H 0.003 -0.844 2.297
H -0.003 -1.920 3.687
H 0.824 -3.731 1.947
H 0.499 -2.714 0.664
H -1.955 -2.058 0.237
H -1.929 -1.424 1.909
H -3.177 -2.646 1.468
H -2.158 -4.358 0.030
H -0.334 -4.774 0.165
H -2.102 -6.670 1.042
H -0.707 -6.284 1.932
H -3.455 -5.054 2.382
H -2.438 -5.939 3.513
H -1.958 -3.288 3.665
H -0.655 -4.454 3.330
```

Multiplicity: 1
Total energy, a.u.: -1877.72506
Net charge: +4
LUMO energy, eV: -7.515



(2)
Below is a molecular structure, C4H10NO3, with properties calculated with ωB97M-V/def2-TZVPD.

Geometry as XYZ:
```
18
C4H10NO3 | OMol25 | ωB97M-V/def2-TZVPD
N -1.684 -1.339 0.978
C -0.497 -1.703 1.624
O 0.613 -1.302 1.101
O -0.621 -2.354 2.673
H -2.536 -1.461 1.486
H -1.629 -0.666 0.231
H 0.380 -0.562 0.055
C 0.931 0.656 -1.797
O 0.144 0.136 -0.809
C 1.217 2.156 -1.587
C -0.021 3.034 -1.581
H 0.472 0.568 -2.799
H 1.906 0.143 -1.871
H 1.932 2.483 -2.353
H 1.754 2.229 -0.636
H 0.247 4.072 -1.343
H -0.727 2.731 -0.807
H -0.542 3.107 -2.539
```

Multiplicity: 1
Total energy, a.u.: -438.96623
Net charge: -1
LUMO energy, eV: 3.828



Orbital gap readings, ordered: 0.3935; 0.3149 Eh
F_max readings, ordered: 1.736; 1.314 eV/A
Relative energy (zero: lowest compared OMol25 entry of this formula, charge and spin) readings, ordered: 0.0000; 0.5174 eV